Entry 1:
ORCA calculation (ωB97M-V with the def2-TZVPD basis set) on a gas-phase ion, C6H6N3S (charge +1).

Geometry (Å):
C: -0.970 2.083 0.512
C: -2.208 1.465 -0.091
C: 0.696 -1.823 0.249
C: -0.060 1.145 0.333
C: 2.420 -0.050 -0.059
C: -0.570 0.049 -0.533
N: -1.945 0.377 -0.692
N: -0.385 -1.168 0.109
N: 1.936 -1.345 -0.053
S: 3.638 0.879 -0.143
H: -1.220 3.007 1.045
H: -3.209 1.827 -0.160
H: 0.516 -2.820 0.752
H: -0.023 0.047 -1.461
H: -1.294 -1.575 0.285
H: 2.678 -2.098 -0.093

Results
Total charge: +1
HOMO (spin up / spin down) in eV: -11.9 / -13.3
Frontier orbital gap (spin up / spin down) in eV: 6.841 / 8.386

=====

Entry 2:
ORCA calculation (ωB97M-V with the def2-TZVPD basis set) on a molecular structure, C9H27CrNO6.

Geometry (Å):
Cr: -0.219 -2.611 -0.063
C: -1.490 1.999 1.450
C: -1.010 1.419 0.108
C: -0.697 2.503 -0.946
C: 0.590 3.268 -0.649
C: 1.724 2.249 -0.607
C: 1.518 1.089 0.420
N: 0.185 0.531 0.202
O: -0.079 -0.673 0.922
C: 1.674 1.662 1.876
C: 2.635 0.122 0.036
C: -2.330 0.676 -0.415
H: -0.933 2.910 1.670
H: -1.469 1.340 2.318
H: -2.441 2.503 1.282
H: -1.382 3.345 -1.045
H: -0.608 1.982 -1.899
H: 0.503 3.757 0.321
H: 0.823 4.086 -1.330
H: 2.580 2.871 -0.342
H: 2.025 1.842 -1.572
H: 2.704 2.009 1.958
H: 1.494 0.970 2.699
H: 1.043 2.490 2.200
H: 3.612 0.602 -0.022
H: 2.344 -0.294 -0.929
H: 2.830 -0.677 0.751
H: -2.127 0.131 -1.336
H: -3.140 1.336 -0.725
H: -2.686 -0.094 0.270
O: 1.658 -3.098 0.125
H: 2.456 -2.856 -0.384
O: -2.226 -2.392 -0.514
H: -2.698 -2.543 -1.333
H: -2.890 -2.049 0.085
O: -0.926 -3.466 1.692
H: -1.559 -3.133 2.329
H: -0.588 -4.269 2.088
O: -0.608 -4.448 -1.098
H: -0.313 -4.630 -1.990
H: -1.012 -5.266 -0.808
O: 0.245 -1.826 -1.900
H: -0.281 -1.357 -2.547
H: 1.069 -2.012 -2.349

Results
Total charge: +2
HOMO (spin up / spin down) in eV: -16.3 / -16.5
Spin multiplicity: 5
Frontier orbital gap (spin up / spin down) in eV: 8.141 / 8.198

=====

Entry 3:
ORCA calculation (ωB97M-V with the def2-TZVPD basis set) on 2 unconnected molecules or ions with the total composition C4H7NO.

Geometry (Å):
C: -1.561 0.823 -0.706
C: -0.646 0.999 0.503
C: 0.543 0.106 0.434
O: 0.856 -0.613 1.361
C: 2.200 -2.652 -0.991
N: 2.307 -2.240 0.094
H: -2.407 1.508 -0.627
H: -1.029 1.040 -1.638
H: -1.949 -0.200 -0.767
H: -1.149 0.771 1.447
H: -0.260 2.025 0.550
H: 1.129 0.101 -0.513
H: 1.967 -1.667 0.853

Results
Total charge: 0
HOMO in eV: -10.8
Frontier orbital gap in eV: 11.277

=====

Entry 4:
ORCA calculation (ωB97M-V with the def2-TZVPD basis set) on a molecular structure, C13H20N5OSTi.

Geometry (Å):
Ti: -0.416 0.041 0.020
C: 3.023 3.556 -3.550
C: 2.904 3.617 -2.034
N: 1.528 3.381 -1.576
C: 1.008 2.171 -1.442
S: -0.728 2.100 -0.987
N: 1.739 1.101 -1.649
N: 1.026 -0.038 -1.414
C: 1.246 -1.121 -2.080
C: 2.283 -1.245 -3.135
C: 0.289 -2.208 -1.787
C: 0.317 -3.426 -2.436
C: -0.661 -4.371 -2.150
C: -1.646 -4.071 -1.225
C: -1.619 -2.830 -0.617
N: -0.682 -1.913 -0.885
H: 4.056 3.734 -3.846
H: 2.725 2.575 -3.920
H: 2.400 4.313 -4.024
H: 3.540 2.871 -1.563
H: 3.197 4.596 -1.659
H: 0.904 4.169 -1.509
H: 2.919 -0.366 -3.140
H: 2.892 -2.135 -2.971
H: 1.805 -1.343 -4.113
H: 1.088 -3.638 -3.162
H: -0.653 -5.329 -2.652
H: -2.427 -4.776 -0.979
H: -2.381 -2.553 0.103
C: 0.059 -1.127 4.109
N: 0.222 0.328 4.052
C: 0.194 1.084 5.313
C: 0.338 0.950 2.925
O: 0.320 0.366 1.783
H: 0.506 -1.490 5.030
H: 0.560 -1.587 3.263
H: -1.000 -1.388 4.105
H: 0.685 0.497 6.084
H: -0.836 1.276 5.610
H: 0.725 2.025 5.194
H: 0.484 2.029 2.958

Results
Total charge: +2
HOMO (spin up / spin down) in eV: -14.5 / -14.5
Spin multiplicity: 2
Frontier orbital gap (spin up / spin down) in eV: 6.887 / 7.089

=====

| no. | largest force on an atom (eV/A) |
| --- | --- |
| 1 | 3.37 |
| 2 | 4.74 |
| 3 | 1.40 |
| 4 | 0.70 |